The following is a DFT calculation (ωB97M-V/def2-TZVPD) of a molecular structure, C17H18FeO5 in a non-equilibrium geometry.

LUMO (alpha / beta) ... 0.303 / -2.625 eV
<S²> ... 6.130
Molecular weight ... 358.17 g/mol
Calculated total energy ... -62539.881 eV
Orbital gap (alpha / beta) ... 0.2296 / 0.2078 Eh
Spin multiplicity ... 5

Cartesian coordinates (Å):
H: -0.570385 1.080591 -2.191813
H: -0.655556 1.951139 2.022485
O: 2.812178 -0.126545 -1.632395
C: -3.831253 0.081431 3.076794
C: -3.077867 -2.600616 6.432196
H: -1.914927 -1.908950 0.605915
H: -2.938503 -2.720984 3.787173
H: -4.886659 -0.651354 7.009928
O: 1.384406 -2.715734 0.832489
C: -0.786977 0.785027 -1.164507
C: -3.070933 0.592257 4.170701
C: -1.122929 -0.076445 1.440633
H: -2.673565 0.168055 6.262624
H: -3.741233 -3.465395 6.549982
C: -3.886996 -2.242469 4.084682
H: -0.895432 -1.345366 -1.607386
C: 0.894093 -1.678234 0.638399
C: -2.724812 -0.386115 5.312322
H: -2.111765 -2.959203 6.060518
O: -2.636455 1.753925 4.208023
C: 1.849634 0.594324 1.458358
H: -0.663096 2.790657 -0.351099
O: -4.954295 -1.676166 1.994726
C: -5.032465 -1.113696 6.024712
H: -4.636619 -3.043564 4.165955
C: -0.817262 1.729718 -0.136943
H: -5.512634 -0.383834 5.365908
H: -1.709972 -0.777773 5.122325
C: -0.999168 -0.572256 -0.845022
H: -2.862559 -0.483085 0.247044
C: -3.684136 -1.583941 5.463665
H: -4.062836 0.761092 2.261916
C: -0.841119 1.273287 1.185806
H: -2.918374 -2.147480 7.417700
O: 2.859842 0.694268 2.018960
C: -4.296355 -1.267627 2.964162
H: -1.128411 -0.443690 2.468102
Fe: 0.539596 0.002055 0.268597
C: 1.834155 0.022497 -1.023743
H: -5.706465 -1.972918 6.140250
C: -1.814488 -0.836784 0.370759

Cartesian forces, eV/Å:
H 0.261 -0.053 0.333
H 0.180 -0.201 -0.323
O -2.254 0.248 1.366
C -0.472 0.815 -1.084
C 0.062 0.003 -0.078
H 0.348 0.305 -0.100
H -0.199 0.131 -0.090
H -0.097 -0.063 -0.208
O -1.504 1.884 -0.382
C -1.382 -0.714 -1.085
C 1.223 0.502 1.635
C -1.096 1.153 2.062
H 0.034 -0.005 -0.390
H 0.096 0.128 0.015
C -0.077 0.081 0.046
H -0.154 0.321 0.088
C 2.742 -4.318 0.988
C -0.091 0.009 -0.015
H -0.090 0.008 0.072
O -0.700 -1.167 -0.379
C 3.977 1.371 3.041
H 0.020 -0.442 0.078
O 0.706 0.841 0.919
C 0.076 -0.094 0.039
H 0.166 0.248 -0.221
C -0.507 2.080 -0.493
H -0.029 -0.028 0.082
H -0.195 0.206 -0.067
C -1.394 0.013 -2.619
H 0.278 -0.042 -0.063
C -0.070 0.207 -0.183
H 0.016 -0.023 0.058
C -1.664 -0.042 1.417
H -0.037 -0.089 -0.131
O -2.056 -0.339 -1.235
C -0.385 -1.874 -0.023
H 0.108 0.128 -0.251
Fe 0.892 -0.528 0.704
C 4.681 -0.110 -3.666
H 0.075 0.227 -0.016
C -1.486 -0.777 0.157

What are the Mulliken partial charges on each atom? They are as follows, in elementary charge units: atom 1 (H): 0.463, atom 2 (H): 0.580, atom 3 (O): -0.332, atom 4 (C): -0.519, atom 5 (C): -2.009, atom 6 (H): 0.406, atom 7 (H): 0.333, atom 8 (H): 0.434, atom 9 (O): -0.382, atom 10 (C): -0.620, atom 11 (C): 0.800, atom 12 (C): 0.244, atom 13 (H): 0.441, atom 14 (H): 0.426, atom 15 (C): -0.962, atom 16 (H): 0.569, atom 17 (C): 0.256, atom 18 (C): -0.914, atom 19 (H): 0.434, atom 20 (O): -0.636, atom 21 (C): 0.076, atom 22 (H): 0.453, atom 23 (O): -0.631, atom 24 (C): -1.753, atom 25 (H): 0.408, atom 26 (C): -0.549, atom 27 (H): 0.394, atom 28 (H): 0.326, atom 29 (C): -0.469, atom 30 (H): 0.369, atom 31 (C): 1.707, atom 32 (H): 0.247, atom 33 (C): -0.913, atom 34 (H): 0.412, atom 35 (O): -0.314, atom 36 (C): 0.774, atom 37 (H): 0.406, atom 38 (Fe): 0.201, atom 39 (C): 0.195, atom 40 (H): 0.422, atom 41 (C): -0.774